Here is C15H12BBrClF4N2O7Sm as an isolated structure from OMol25. Energies are from ωB97M-V/def2-TZVPD.

```
! wB97M-V def2-TZVPD RIJCOSX def2/J DEFGRID3
* xyz 0 6
Sm -0.47 -0.56 0.17
O 1.59 -2.32 -2.88
C 1.45 -1.36 -2.02
O 0.48 -0.62 -1.97
C 2.59 -1.18 -1.03
O 2.09 -0.35 0.00
C 2.62 -0.58 1.32
C 1.47 -0.92 2.36
O 1.77 -1.60 3.31
O 0.34 -0.39 2.08
H 0.78 -2.44 -3.42
H 3.44 -0.70 -1.54
H 2.92 -2.17 -0.66
H 3.12 0.35 1.64
H 3.34 -1.39 1.34
Br 0.22 3.77 -3.47
C -1.42 3.54 -2.54
C -2.30 4.61 -2.39
N -3.44 4.50 -1.75
C -3.76 3.33 -1.22
C -2.95 2.20 -1.31
C -1.75 2.31 -2.00
C -3.34 0.89 -0.62
O -4.49 0.73 -0.27
O -2.36 0.09 -0.45
H -2.07 5.58 -2.81
H -4.72 3.28 -0.71
H -1.10 1.44 -2.11
Cl -2.23 4.72 2.08
C -0.93 3.95 1.27
C 0.12 4.68 0.74
C 1.11 3.99 0.07
C 1.02 2.62 -0.06
N 0.01 1.91 0.45
C -0.94 2.56 1.12
H 0.15 5.76 0.85
H 1.94 4.52 -0.37
H 1.78 2.06 -0.60
H -1.73 1.96 1.57
F -1.60 -2.28 1.12
B -0.93 -3.04 0.15
F 0.48 -2.66 0.29
F -1.24 -2.42 -1.11
F -1.12 -4.34 0.16
*
```

Electronic energy (hartree): -5331.8888
Largest force on an atom (eV/A): 2.91
M (g mol⁻¹): 684.79
<S²>: 8.76
Energy relative to the best compared isomer or geometry (same formula, charge and spin) (kcal/mol): 21.2
HOMO (alpha / beta) (eV): -9.6 / -9.6

Per-atom Löwdin charges, elementary charge units: number 1, Sm, carries 1.837; number 2, O, carries 0.202; number 3, C, carries -0.483; number 4, O, carries -0.008; number 5, C, carries -0.080; number 6, O, carries -0.238; number 7, C, carries -0.051; number 8, C, carries -0.630; number 9, O, carries 0.096; number 10, O, carries -0.167; number 11, H, carries 0.170; number 12, H, carries 0.160; number 13, H, carries 0.154; number 14, H, carries 0.135; number 15, H, carries 0.130; number 16, Br, carries 0.745; number 17, C, carries -0.642; number 18, C, carries -0.189; number 19, N, carries 0.083; number 20, C, carries -0.077; number 21, C, carries -0.104; number 22, C, carries -0.078; number 23, C, carries -0.577; number 24, O, carries 0.098; number 25, O, carries -0.206; number 26, H, carries 0.104; number 27, H, carries 0.127; number 28, H, carries 0.095; number 29, Cl, carries 0.737; number 30, C, carries -0.642; number 31, C, carries -0.061; number 32, C, carries -0.056; number 33, C, carries -0.131; number 34, N, carries -0.023; number 35, C, carries -0.148; number 36, H, carries 0.117; number 37, H, carries 0.112; number 38, H, carries 0.114; number 39, H, carries 0.127; number 40, F, carries 0.103; number 41, B, carries -1.244; number 42, F, carries 0.047; number 43, F, carries 0.069; number 44, F, carries 0.273